Entry 1:
223
Properties=species:S:1:pos:R:3 method="wB97M-V/def2-TZVPD" total_charge=0 e_above_lowest_kcal_mol=15.21 largest_force_ev_per_a=4.6 multiplicity=1 orbital_gap_ev=9.49
C 4.764 2.849 0.638
C 5.648 1.615 0.849
C 6.982 1.873 1.579
O 4.802 0.781 1.710
H 4.611 3.156 1.720
H 3.844 2.592 0.242
H 5.287 3.598 0.051
H 5.812 1.010 -0.053
H 6.716 2.396 2.525
H 7.596 2.525 0.949
H 7.403 0.911 1.826
H 4.539 -0.030 1.239
C -2.526 -5.681 -2.225
C -2.442 -4.407 -3.078
C -2.851 -3.192 -2.256
O -1.052 -4.225 -3.391
H -1.639 -5.673 -1.616
H -2.600 -6.597 -2.880
H -3.443 -5.690 -1.589
H -3.016 -4.507 -3.944
H -3.870 -3.028 -2.154
H -2.321 -2.351 -2.644
H -2.457 -3.457 -1.220
H -1.020 -3.352 -3.837
C 2.143 -0.028 4.654
C 2.806 1.279 5.030
C 4.043 1.159 5.862
O 2.998 2.104 3.823
H 2.817 -0.424 3.896
H 1.221 0.182 4.144
H 1.937 -0.789 5.359
H 2.184 1.839 5.716
H 3.934 0.515 6.736
H 4.317 2.144 6.241
H 4.908 0.761 5.268
H 3.561 1.577 3.190
C -2.751 5.017 -5.307
C -1.251 5.025 -4.978
C -1.014 4.219 -3.725
O -1.640 2.965 -3.842
C -1.642 2.224 -2.651
N -0.296 4.604 -6.017
H -3.103 4.051 -5.674
H -3.008 5.816 -5.947
H -3.296 5.195 -4.384
H -1.027 6.104 -4.755
H -1.435 4.681 -2.805
H 0.075 4.071 -3.525
H -0.708 1.596 -2.489
H -2.508 1.531 -2.602
H -1.754 2.914 -1.845
H -0.564 5.005 -6.931
H -0.261 3.621 -6.102
C 0.059 -4.426 4.703
C 0.145 -3.276 3.756
C -0.192 -3.809 2.369
O 0.554 -5.000 2.083
C 0.074 -5.557 0.868
N -0.777 -2.155 4.063
H 0.588 -5.321 4.241
H -0.976 -4.723 4.850
H 0.598 -4.122 5.607
H 1.117 -2.873 3.857
H -0.033 -3.142 1.504
H -1.263 -4.130 2.359
H 0.239 -4.911 0.038
H -1.035 -5.893 0.901
H 0.714 -6.417 0.792
H -0.491 -1.335 4.528
H -1.622 -2.555 4.398
C 3.448 -2.458 2.071
C 3.694 -2.706 0.623
C 2.810 -3.737 0.050
O 3.171 -3.950 -1.316
C 2.220 -4.696 -2.098
N 3.709 -1.433 -0.071
H 4.190 -1.763 2.421
H 3.576 -3.385 2.658
H 2.484 -2.037 2.189
H 4.677 -3.135 0.534
H 1.761 -3.476 0.148
H 2.928 -4.676 0.556
H 2.160 -5.712 -1.746
H 2.677 -4.768 -3.058
H 1.178 -4.342 -2.195
H 2.754 -1.017 0.047
H 3.744 -1.538 -1.106
C 1.104 1.146 1.067
C -0.338 0.675 0.591
C -0.213 -0.382 -0.486
O 0.607 0.080 -1.560
C 0.730 -0.860 -2.633
N -1.279 0.149 1.580
H 1.608 0.346 1.631
H 0.950 1.871 1.823
H 1.631 1.589 0.198
H -0.770 1.578 0.126
H -1.228 -0.577 -0.835
H 0.065 -1.362 -0.203
H 1.653 -0.635 -3.147
H -0.077 -0.863 -3.326
H 0.843 -1.863 -2.189
H -1.716 0.852 2.110
H -0.751 -0.428 2.228
C -2.543 4.966 2.489
C -1.804 3.719 2.599
C -0.560 3.941 3.509
O 0.121 5.068 3.059
C 1.292 5.307 3.859
N -2.517 2.563 3.131
H -1.928 5.887 2.170
H -2.811 5.376 3.508
H -3.418 5.021 1.865
H -1.390 3.413 1.595
H 0.179 3.130 3.492
H -0.781 4.154 4.546
H 1.893 4.386 3.854
H 1.142 5.527 4.919
H 1.859 6.120 3.333
H -3.151 2.142 2.447
H -3.123 2.935 3.836
C -0.486 0.779 7.635
C -1.502 1.269 6.676
C -1.626 2.758 6.720
O -2.853 3.134 6.054
C -3.113 4.416 6.285
N -1.203 0.803 5.329
H 0.601 1.126 7.385
H -0.386 -0.312 7.616
H -0.781 1.048 8.621
H -2.530 0.809 6.973
H -0.762 3.190 6.227
H -1.659 3.142 7.740
H -3.917 4.734 5.532
H -2.277 5.113 6.133
H -3.478 4.619 7.308
H -1.830 1.157 4.622
H -0.247 1.128 5.023
C -2.948 0.942 -6.427
C -2.477 -0.516 -6.447
C -1.386 -0.729 -5.440
O -0.888 -2.113 -5.447
C 0.479 -2.206 -5.969
N -3.564 -1.372 -6.071
H -2.870 1.392 -5.464
H -3.968 0.899 -6.779
H -2.285 1.548 -7.062
H -2.032 -0.833 -7.427
H -1.794 -0.430 -4.492
H -0.523 -0.047 -5.555
H 1.180 -1.653 -5.290
H 0.677 -1.749 -6.933
H 0.694 -3.276 -6.027
H -4.199 -1.454 -6.847
H -3.316 -2.351 -5.956
C 7.542 -2.607 -1.359
C 6.523 -2.763 -2.524
C 5.960 -1.428 -3.005
O 4.723 -1.501 -3.677
C 4.765 -1.948 -5.041
N 7.002 -3.547 -3.681
H 7.183 -1.919 -0.582
H 8.478 -2.271 -1.804
H 7.682 -3.551 -0.888
H 5.682 -3.316 -2.052
H 6.714 -0.808 -3.525
H 5.725 -0.910 -2.073
H 5.246 -2.919 -5.065
H 5.349 -1.257 -5.587
H 3.707 -1.966 -5.335
H 7.167 -4.528 -3.506
H 7.948 -3.166 -3.923
C 1.578 1.210 -5.528
C 2.455 2.379 -4.911
C 2.553 2.276 -3.425
O 3.077 3.475 -2.864
C 2.161 4.408 -2.248
N 3.645 2.446 -5.786
H 1.147 1.462 -6.471
H 0.837 1.041 -4.754
H 2.101 0.209 -5.487
H 1.953 3.297 -5.141
H 3.071 1.377 -2.985
H 1.510 2.206 -3.059
H 1.825 5.080 -3.000
H 2.705 4.985 -1.526
H 1.252 4.044 -1.678
H 4.048 3.373 -5.600
H 4.368 1.774 -5.582
C -6.232 -2.831 4.539
C -4.738 -2.409 4.507
C -4.466 -1.526 3.325
O -4.953 -1.944 2.106
C -4.317 -2.974 1.373
N -4.214 -1.772 5.742
H -6.398 -3.443 5.469
H -6.371 -3.407 3.647
H -6.893 -1.943 4.687
H -4.231 -3.352 4.616
H -3.415 -1.319 3.305
H -5.023 -0.635 3.538
H -4.708 -2.820 0.370
H -4.476 -4.014 1.720
H -3.275 -2.780 1.381
H -4.600 -0.808 5.765
H -4.542 -2.227 6.572
C -5.756 2.579 -1.405
C -5.276 1.499 -0.385
C -5.113 0.104 -1.000
O -6.368 -0.525 -1.210
C -6.306 -1.801 -1.850
N -4.036 1.835 0.264
H -5.759 3.589 -1.106
H -6.702 2.298 -1.887
H -4.962 2.576 -2.108
H -6.035 1.395 0.394
H -4.481 -0.421 -0.306
H -4.580 0.232 -1.936
H -7.417 -2.126 -1.840
H -5.807 -2.469 -1.129
H -5.752 -1.848 -2.764
H -3.607 1.085 0.803
H -3.223 2.038 -0.360


Entry 2:
99
Properties=species:S:1:pos:R:3 method="wB97M-V/def2-TZVPD" total_charge=+1 e_above_lowest_kcal_mol=0.00 largest_force_ev_per_a=0.9 multiplicity=1 orbital_gap_ev=6.37
Ir 0.154 0.212 -0.164
C 2.023 3.958 1.147
C 1.837 2.628 0.750
N 0.656 2.159 0.381
C -0.383 3.036 0.300
C -0.286 4.369 0.697
C 0.963 4.821 1.160
C -1.438 5.217 0.585
C -2.586 4.762 0.040
C -2.683 3.415 -0.441
C -3.820 2.904 -1.082
C -3.801 1.616 -1.552
C -2.661 0.832 -1.358
N -1.592 1.274 -0.715
C -1.590 2.558 -0.284
H 3.012 4.276 1.444
H 2.657 1.925 0.744
H 1.074 5.845 1.492
H -1.354 6.243 0.921
H -3.446 5.411 -0.061
H -4.694 3.531 -1.209
H -4.650 1.193 -2.069
H -2.630 -0.185 -1.719
I -0.819 -2.095 -0.892
C -1.495 -3.322 0.673
C -1.896 -4.513 0.132
C -2.410 -5.542 0.938
C -2.494 -5.337 2.277
C -2.073 -4.118 2.861
C -2.173 -4.002 4.265
C -1.781 -2.865 4.897
C -1.286 -1.803 4.130
C -1.161 -1.848 2.759
P -0.515 -0.240 2.119
C 0.885 0.072 3.247
C 1.250 1.380 3.549
C 2.345 1.637 4.364
C 3.096 0.587 4.864
C 2.767 -0.720 4.528
C 1.672 -0.977 3.721
C -1.843 0.864 2.763
C -3.004 0.967 1.998
C -4.065 1.760 2.407
C -3.993 2.446 3.609
C -2.865 2.314 4.404
C -1.797 1.533 3.986
C -1.556 -3.042 2.069
H -1.820 -4.678 -0.936
H -2.725 -6.473 0.487
H -2.879 -6.108 2.932
H -2.569 -4.842 4.822
H -1.845 -2.769 5.972
H -0.986 -0.910 4.660
H 0.676 2.211 3.159
H 2.604 2.659 4.610
H 3.941 0.785 5.511
H 3.371 -1.544 4.885
H 1.439 -1.997 3.449
H -3.093 0.396 1.083
H -4.947 1.840 1.784
H -4.819 3.065 3.935
H -2.814 2.814 5.363
H -0.928 1.456 4.624
N 0.802 0.700 -2.035
C 0.827 0.264 -3.219
C 0.919 1.283 -4.324
C 1.780 1.101 -5.402
C 1.888 2.075 -6.385
C 1.113 3.224 -6.312
C 0.237 3.401 -5.250
C 0.150 2.439 -4.255
C 0.747 -1.161 -3.714
C -0.118 -1.478 -4.765
C -0.266 -2.790 -5.186
C 0.457 -3.806 -4.571
C 1.331 -3.499 -3.540
C 1.471 -2.184 -3.118
H 2.380 0.200 -5.463
H 2.571 1.933 -7.212
H 1.195 3.982 -7.080
H -0.380 4.290 -5.200
H -0.522 2.569 -3.415
H -0.680 -0.688 -5.250
H -0.940 -3.020 -6.001
H 0.342 -4.830 -4.902
H 1.905 -4.283 -3.061
H 2.152 -1.933 -2.324
F 5.578 -4.139 -2.557
C 4.837 -3.299 -1.847
C 3.937 -3.789 -0.913
F 3.820 -5.104 -0.731
C 3.166 -2.906 -0.182
F 2.292 -3.417 0.692
C 3.263 -1.528 -0.349
S 2.307 -0.423 0.617
C 4.181 -1.067 -1.288
F 4.323 0.239 -1.501
C 4.959 -1.933 -2.036
F 5.819 -1.465 -2.937


Entry 3:
106
Properties=species:S:1:pos:R:3 method="wB97M-V/def2-TZVPD" total_charge=+1 e_above_lowest_kcal_mol=115.45 largest_force_ev_per_a=0.6 multiplicity=2 orbital_gap_ev="5.42 / 5.46" s2=0.844
Sc -1.539 0.545 0.277
C 1.832 -8.126 -0.422
C 2.761 -7.121 -0.202
C 2.352 -5.797 -0.148
C 1.010 -5.464 -0.323
C 0.079 -6.482 -0.525
C 0.491 -7.803 -0.581
C 0.577 -4.057 -0.239
C -0.647 -3.646 0.475
C -1.829 -3.534 -0.426
C -1.766 -2.301 -0.925
C -0.660 -1.464 -0.273
N -0.466 -2.300 0.962
C -0.222 -2.016 2.220
C -0.018 -0.697 2.692
C 0.465 -0.238 3.936
C 0.675 1.125 3.793
C 0.325 1.450 2.461
C 0.623 2.652 1.690
C 1.031 3.859 2.445
C 2.278 4.454 2.265
C 2.630 5.582 2.991
C 1.742 6.127 3.907
C 0.506 5.529 4.108
C 0.156 4.397 3.389
C 0.688 2.598 0.323
N 0.352 1.445 -0.394
C 0.987 1.480 -1.561
C 1.312 0.342 -2.352
C 2.072 0.600 -3.621
C 1.560 0.148 -4.834
C 2.254 0.341 -6.021
C 3.482 0.984 -6.006
C 4.019 1.412 -4.800
C 3.322 1.216 -3.616
C 1.289 -1.003 -1.959
C 2.238 -1.939 -2.572
C 2.175 -3.124 -1.955
C 1.139 -3.049 -0.955
N 0.616 -1.723 -0.997
C 1.539 2.827 -1.755
C 1.345 3.506 -0.604
N -0.114 0.345 1.831
C -0.129 -3.137 3.184
C 0.849 -4.119 3.057
C 0.907 -5.154 3.975
C -0.015 -5.214 5.012
C -0.989 -4.234 5.138
C -1.044 -3.186 4.231
H 2.148 -9.160 -0.461
H 3.805 -7.367 -0.061
H 3.076 -5.015 0.050
H -0.970 -6.246 -0.649
H -0.238 -8.584 -0.749
H -2.503 -4.330 -0.700
H -2.411 -1.906 -1.698
H 0.684 -0.846 4.799
H 1.086 1.798 4.528
H 2.987 4.011 1.578
H 3.605 6.028 2.849
H 2.019 7.006 4.473
H -0.184 5.940 4.833
H -0.802 3.921 3.559
H 0.632 -0.410 -4.831
H 1.842 -0.025 -6.952
H 4.030 1.132 -6.927
H 4.991 1.888 -4.779
H 3.757 1.531 -2.675
H 2.917 -1.667 -3.361
H 2.769 -4.000 -2.155
H 2.059 3.174 -2.631
H 1.674 4.507 -0.376
H 1.572 -4.064 2.252
H 1.671 -5.914 3.882
H 0.027 -6.026 5.725
H -1.709 -4.283 5.943
H -1.806 -2.421 4.317
C -1.649 1.783 -5.108
N -1.523 2.662 -3.958
C -1.116 3.983 -3.997
C -1.281 4.488 -2.767
N -1.793 3.470 -1.964
C -1.916 2.331 -2.713
S -2.454 0.794 -2.268
C -2.411 3.754 -0.715
C -3.055 4.977 -0.593
C -3.600 5.323 0.630
C -3.493 4.431 1.680
C -2.871 3.221 1.452
N -2.331 2.869 0.274
H -1.365 2.344 -5.995
H -2.679 1.444 -5.197
H -0.998 0.926 -4.989
H -0.724 4.426 -4.895
H -1.041 5.455 -2.367
H -3.148 5.631 -1.447
H -4.107 6.271 0.749
H -3.899 4.647 2.658
H -2.799 2.493 2.246
F -3.638 0.030 0.348
P -4.179 -0.384 1.945
F -4.906 1.032 1.984
F -2.752 0.401 2.372
F -3.287 -1.715 1.795
F -4.518 -0.700 3.443
F -5.433 -1.091 1.321